# 1
DFT (the ωB97M-V functional and the def2-TZVPD basis) results for a gas-phase ion, C18H19ClF17N2S (charge +1) in a non-equilibrium geometry.

As for the LUMO energy: -0.1585 Ha. The value obtained for the highest occupied orbital energy is -0.463 Eh. The value obtained for the HOMO-LUMO gap is 8.27 eV.

The geometry in ORCA input format:
```
! RIJCOSX wB97M-V def2-TZVPD def2/J DEFGRID3
* xyz 1 1
N -2.56 -5.04 1.84
C -2.43 -4.47 0.47
C -0.94 -4.16 0.22
C -0.42 -4.64 -1.13
C -0.83 -3.78 -2.34
C -0.62 -2.26 -2.16
C -1.89 -1.42 -2.35
C -1.96 -0.03 -1.65
C -0.59 0.57 -1.29
C -0.79 1.90 -0.54
F -1.18 1.58 0.70
F -1.77 2.58 -1.12
C 0.54 2.69 -0.58
F 0.65 3.15 -1.82
F 1.54 1.82 -0.41
C 0.63 3.93 0.38
F 1.06 4.98 -0.29
F -0.62 4.23 0.74
C 1.42 3.70 1.69
F 1.09 4.67 2.53
F 0.95 2.58 2.23
C 2.97 3.55 1.53
F 3.28 2.28 1.80
F 3.38 3.77 0.29
C 3.83 4.44 2.48
F 5.10 4.31 2.05
F 3.55 5.71 2.35
C 3.83 4.01 3.98
F 3.85 5.13 4.70
F 2.74 3.34 4.34
C 5.08 3.20 4.44
F 6.13 3.94 4.57
F 4.79 2.74 5.65
F 5.33 2.16 3.69
C -2.03 -1.29 -3.88
S -3.79 -0.92 -4.18
C -4.17 -1.87 -2.75
Cl -5.69 -2.50 -2.36
N -3.18 -2.05 -1.97
H -2.08 -4.37 2.44
H -3.54 -4.93 2.10
H -3.03 -3.53 0.48
H -2.85 -5.15 -0.27
H -0.77 -3.09 0.41
H -0.38 -4.69 0.99
H 0.67 -4.73 -1.12
H -0.79 -5.65 -1.32
H -1.85 -4.05 -2.65
H -0.20 -4.09 -3.18
H 0.09 -1.92 -2.92
H -0.13 -2.06 -1.21
H -2.57 0.65 -2.24
H -2.49 -0.19 -0.70
H -0.04 0.76 -2.21
H -0.04 -0.10 -0.64
H -1.75 -2.23 -4.36
H -1.33 -0.59 -4.34
H -3.20 -2.57 -1.09
*
```

# 2
DFT (the ωB97M-V functional and the def2-TZVPD basis) results for a gas-phase ion, C6H11N2 (charge +1) in a non-equilibrium geometry.

As for the LUMO energy (spin up / spin down): -0.1924 / -0.2157 Ha. The value obtained for the highest occupied orbital energy (spin up / spin down) is -0.506 / -0.497 Eh. The value obtained for the HOMO-LUMO gap (spin up / spin down) is 8.54 / 7.65 eV.

The geometry in ORCA input format:
```
! RIJCOSX wB97M-V def2-TZVPD def2/J DEFGRID3
* xyz 1 1
C -0.21 -0.51 -0.63
C -1.37 0.04 -0.06
C -0.33 2.12 -0.19
C 1.01 1.49 0.07
C -2.56 -0.85 0.14
C 2.01 -0.72 0.43
N -1.40 1.26 0.36
N 1.07 0.13 -0.36
H -0.16 -1.51 -1.03
H -0.40 3.10 0.27
H -0.50 2.22 -1.28
H 1.58 1.74 0.95
H -2.95 -1.16 -0.82
H -3.32 -0.29 0.67
H -2.29 -1.73 0.71
H 1.70 -0.73 1.47
H 2.01 -1.73 0.04
H 3.01 -0.30 0.36
H 1.46 0.17 -1.33
*
```

Energy, respectively: -3362.65731; -344.33999 Eh.